Entry 1:
Below is a structure of composition C31H42N8O4S2Ti, with properties calculated with ωB97M-V/def2-TZVPD.

Each line ends with the Löwdin charge.
Atoms and positions in Å:
Ti 0.30 0.07 0.38  1.194
C -3.17 0.02 -0.36  -0.014
C -2.28 -0.69 0.63  -0.213
C -2.46 -0.51 2.02  -0.172
C -3.35 0.58 2.55  -0.021
C -1.85 -1.38 2.94  -0.166
C -2.26 -1.32 4.39  -0.009
C -0.88 -2.29 2.51  -0.160
C -0.10 -3.09 3.51  -0.008
C -0.68 -2.49 1.13  -0.199
C 0.11 -3.68 0.63  -0.027
C -1.43 -1.74 0.18  -0.268
C -1.59 -2.32 -1.21  -0.024
H -2.59 0.50 -1.15  0.061
H -3.80 0.77 0.10  0.077
H -3.84 -0.70 -0.84  0.110
H -4.37 0.22 2.70  0.120
H -3.42 1.43 1.88  0.068
H -3.00 0.94 3.52  0.089
H -1.78 -0.50 4.92  0.098
H -2.03 -2.24 4.91  0.088
H -3.34 -1.16 4.47  0.099
H -0.55 -4.07 3.68  0.119
H -0.03 -2.59 4.47  0.085
H 0.92 -3.27 3.17  0.079
H 0.60 -3.50 -0.32  0.082
H -0.57 -4.52 0.48  0.121
H 0.86 -4.02 1.35  0.075
H -2.11 -3.28 -1.11  0.120
H -0.64 -2.53 -1.70  0.081
H -2.17 -1.68 -1.86  0.066
C -1.40 1.48 -5.18  -0.076
C -1.55 0.32 -4.20  -0.216
C -0.33 0.10 -3.37  -0.562
N -0.29 0.10 -2.09  -0.030
N 0.96 -0.15 -1.57  -0.129
C 1.92 -0.27 -2.52  -0.604
N 3.22 -0.37 -2.32  0.217
S 1.24 -0.17 -4.10  1.225
H -2.32 1.60 -5.76  0.090
H -0.59 1.30 -5.90  0.077
H -1.20 2.42 -4.67  0.083
H -1.77 -0.60 -4.74  0.130
H -2.38 0.50 -3.51  0.111
H 3.63 -0.30 -1.41  0.085
H 3.88 -0.34 -3.10  0.122
O 7.67 2.04 -3.48  -0.298
S 6.66 1.05 -3.21  0.419
O 5.35 1.57 -2.79  -0.401
O 6.55 -0.07 -4.12  -0.340
C 7.22 0.17 -1.70  -0.313
N 8.37 -0.49 -1.59  0.163
C 8.52 -1.24 -0.50  -0.068
C 7.52 -1.42 0.47  0.035
C 6.41 -0.64 0.28  -0.222
N 6.28 0.16 -0.77  0.107
C 5.03 -0.60 0.82  -0.099
C 4.43 0.67 0.75  0.029
C 3.07 0.76 0.75  -0.112
N 2.32 -0.35 0.66  -0.088
C 2.89 -1.55 0.80  -0.076
C 4.24 -1.71 1.04  0.057
H 9.46 -1.78 -0.42  0.124
H 7.65 -2.10 1.30  0.117
H 5.03 1.55 0.60  0.149
H 2.56 1.72 0.70  0.122
H 2.24 -2.41 0.68  0.102
H 4.66 -2.71 1.11  0.139
C 1.02 0.58 3.31  -0.048
O 0.33 0.37 2.09  -0.345
H 1.42 1.59 3.33  0.105
H 1.83 -0.14 3.40  0.103
H 0.31 0.44 4.13  0.093
C -1.50 4.95 1.83  0.022
C -0.77 4.04 0.91  -0.238
C 0.04 4.30 -0.19  0.065
C 0.47 3.08 -0.68  -0.264
N -0.05 2.08 0.08  -0.040
N -0.78 2.71 1.05  0.076
C 1.38 2.89 -1.84  0.017
H -1.65 5.92 1.35  0.101
H -0.92 5.12 2.74  0.104
H -2.47 4.54 2.11  0.092
H 0.29 5.27 -0.58  0.140
H -1.29 2.17 1.74  0.141
H 1.68 3.86 -2.23  0.110
H 0.89 2.35 -2.65  0.065
H 2.30 2.36 -1.58  0.082

Its total charge is +2. The highest occupied orbital energy comes out at -12.20 eV. The gap between HOMO and LUMO is 4.42 eV. The molar mass comes out at 702.7 g mol⁻¹. The calculation puts the energy relative to the best compared isomer or geometry (same formula, charge and spin) at 18.9 kcal/mol.

***

Entry 2:
Below is a structure of composition C35H47Br2CsN8OS, with properties calculated with ωB97M-V/def2-TZVPD.

Each line ends with the Löwdin charge.
Atoms and positions in Å:
Cs -0.11 0.35 0.66  1.070
N 3.69 1.84 2.98  0.118
C 2.49 2.27 3.53  -0.303
C 2.58 3.21 4.57  -0.023
C 1.42 3.66 5.15  -0.070
C 0.19 3.17 4.70  -0.058
C 0.21 2.25 3.68  -0.140
N 1.33 1.80 3.10  0.064
C 4.00 0.89 2.01  -0.301
C 5.35 0.49 1.91  -0.019
C 5.70 -0.43 0.96  -0.071
C 4.72 -0.95 0.12  -0.069
C 3.43 -0.50 0.29  -0.170
N 3.06 0.41 1.20  0.073
H 4.50 2.18 3.47  0.126
H 3.54 3.58 4.89  0.108
H 1.46 4.39 5.95  0.109
H -0.74 3.50 5.13  0.107
H -0.72 1.85 3.29  0.064
H 6.08 0.91 2.59  0.109
H 6.74 -0.74 0.87  0.109
H 4.96 -1.68 -0.64  0.104
H 2.64 -0.87 -0.35  0.055
C -1.42 -1.73 4.63  -0.038
C -2.63 -0.89 4.30  -0.334
C -3.81 -1.03 5.06  -0.025
C -4.89 -0.25 4.76  -0.036
C -4.82 0.68 3.69  -0.200
C -5.88 1.53 3.31  -0.642
Br -7.55 1.49 4.24  0.725
C -5.73 2.42 2.28  -0.193
C -4.52 2.48 1.58  -0.596
Br -4.37 3.71 0.14  0.763
C -3.41 1.67 1.86  -0.472
O -2.31 1.72 1.24  -0.388
C -3.60 0.75 2.98  -0.131
N -2.53 -0.04 3.30  0.149
H -1.24 -1.72 5.71  0.080
H -0.55 -1.34 4.12  0.067
H -1.57 -2.77 4.34  0.071
H -3.85 -1.74 5.87  0.111
H -5.81 -0.34 5.33  0.073
H -6.54 3.07 2.00  0.091
C -1.90 1.61 -5.30  -0.109
C -3.13 1.67 -4.40  -0.252
C -2.88 2.25 -3.00  -0.209
C -1.83 1.51 -2.18  -0.235
N -0.48 1.93 -2.54  -0.007
C 0.60 1.15 -2.73  -0.858
S 0.51 -0.54 -2.68  0.614
N 1.75 1.82 -2.98  0.005
C 3.04 1.23 -3.26  -0.220
C 3.42 1.33 -4.74  -0.204
C 2.52 0.52 -5.66  -0.275
C 2.90 0.66 -7.12  -0.113
H -2.17 1.27 -6.30  0.071
H -1.15 0.92 -4.91  0.043
H -1.44 2.60 -5.40  0.075
H -3.53 0.66 -4.28  0.110
H -3.91 2.26 -4.88  0.105
H -3.81 2.23 -2.44  0.077
H -2.60 3.31 -3.08  0.114
H -1.90 0.44 -2.36  0.085
H -2.01 1.69 -1.11  0.053
H -0.33 2.93 -2.56  0.145
H 1.70 2.83 -3.01  0.144
H 3.00 0.19 -2.95  0.072
H 3.79 1.74 -2.65  0.119
H 4.45 1.00 -4.85  0.116
H 3.40 2.38 -5.04  0.114
H 1.48 0.83 -5.52  0.092
H 2.55 -0.53 -5.36  0.105
H 2.83 1.71 -7.44  0.072
H 2.26 0.07 -7.77  0.069
H 3.93 0.34 -7.29  0.071
C -0.23 -3.51 1.67  -0.169
C -0.30 -5.05 1.53  -0.152
N -0.14 -5.43 0.12  -0.163
C -1.17 -4.75 -0.67  -0.149
C -0.98 -3.21 -0.57  -0.174
N 0.09 -2.89 0.38  -0.217
C 1.34 -3.47 -0.12  -0.170
C 1.18 -5.00 -0.34  -0.152
H 0.53 -3.20 2.39  0.115
H -1.18 -3.09 2.01  0.105
H -1.26 -5.44 1.88  0.115
H 0.49 -5.54 2.10  0.115
H -2.14 -5.06 -0.29  0.115
H -1.09 -5.09 -1.70  0.115
H -1.90 -2.73 -0.22  0.118
H -0.73 -2.77 -1.53  0.065
H 2.13 -3.26 0.61  0.111
H 1.61 -2.96 -1.05  0.089
H 1.94 -5.56 0.21  0.113
H 1.27 -5.26 -1.39  0.116

Its total charge is 0. The highest occupied orbital energy comes out at -6.42 eV. The gap between HOMO and LUMO is 6.36 eV. The molar mass comes out at 920.6 g mol⁻¹. The calculation puts the energy relative to the best compared isomer or geometry (same formula, charge and spin) at 18.0 kcal/mol.

***

Entry 3:
Below is a cluster of 2 separate species, C19H22Cl2NO2 in total in a non-equilibrium geometry, with properties calculated with ωB97M-V/def2-TZVPD.

Each line ends with the Löwdin charge.
Atoms and positions in Å:
Cl 5.84 1.29 3.18  0.752
C 4.56 1.71 2.12  -0.638
C 4.84 1.97 0.77  -0.066
C 3.79 2.22 -0.11  -0.014
C 2.44 2.37 0.36  -0.199
C 1.40 2.74 -0.56  0.039
C 0.06 2.48 -0.27  -0.057
C -0.97 2.54 -1.21  0.059
C -2.32 2.18 -0.93  -0.202
C -3.27 2.18 -2.00  0.006
C -4.63 1.94 -1.77  -0.070
C -5.08 1.69 -0.46  -0.646
Cl -6.74 1.39 -0.18  0.760
C -4.16 1.62 0.60  -0.069
C -2.81 1.85 0.37  0.013
C 2.21 2.11 1.74  0.012
C 3.24 1.76 2.60  -0.069
H 5.87 1.92 0.40  0.121
H 3.98 2.28 -1.18  0.128
H 1.68 2.99 -1.58  0.124
H -0.19 2.13 0.73  0.093
H -0.72 2.80 -2.23  0.137
H -2.93 2.41 -3.01  0.127
H -5.34 1.95 -2.59  0.119
H -4.53 1.37 1.59  0.117
H -2.11 1.83 1.21  0.114
H 1.19 2.17 2.13  0.115
H 3.05 1.51 3.64  0.116
O 3.46 6.75 -3.35  -0.062
C 3.62 5.41 -2.94  -0.259
C 3.26 5.36 -1.47  -0.219
N 1.84 5.66 -1.28  -0.052
C 1.46 6.12 0.06  -0.216
C 0.47 7.28 -0.01  -0.246
O 1.02 8.22 -0.93  -0.077
H 3.80 6.85 -4.26  0.101
H 2.94 4.79 -3.52  0.115
H 4.67 5.08 -3.07  0.125
H 3.47 4.34 -1.12  0.065
H 3.91 6.05 -0.91  0.134
H 1.61 6.43 -1.92  0.101
H 0.98 5.30 0.61  0.097
H 2.34 6.44 0.63  0.123
H -0.49 6.93 -0.40  0.115
H 0.36 7.74 0.99  0.127
H 0.48 9.03 -0.90  0.106

Its total charge is +1. The highest occupied orbital energy comes out at -11.43 eV. The gap between HOMO and LUMO is 5.74 eV. The molar mass comes out at 367.3 g mol⁻¹.

***

Entry 4:
Below is a cluster of 2 separate species, C5H9N2 in total in a non-equilibrium geometry, with properties calculated with ωB97M-V/def2-TZVPD.

Each line ends with the Löwdin charge.
Atoms and positions in Å:
C -0.89 -1.67 -1.44  -0.071
C 0.18 -1.07 0.95  -0.009
C 0.94 -1.23 -0.31  -0.195
C -0.05 -0.07 -0.14  0.013
C 0.26 3.88 1.36  0.152
N 0.35 -2.06 -1.29  0.138
N -1.15 -0.51 -0.93  0.122
H -1.61 -2.28 -1.99  0.182
H -0.71 -1.63 1.04  0.114
H 0.82 -0.84 1.79  0.132
H 2.09 -1.24 -0.33  0.198
H 0.37 2.87 1.15  -0.052
H 0.68 4.34 0.61  -0.074
H -0.08 4.41 2.16  -0.025
H 0.67 -3.01 -1.42  0.182
H -1.89 0.13 -1.20  0.194

Its total charge is +1. The highest occupied orbital energy (spin up / spin down) comes out at -14.05 / -11.29 eV. The gap between HOMO and LUMO (spin up / spin down) is 10.06 / 5.42 eV. The molar mass comes out at 97.1 g mol⁻¹. The calculation puts the energy relative to the best compared isomer or geometry (same formula, charge and spin) at 172.4 kcal/mol.

***

Entry 5:
Below is a structure of composition C5H4N2O2 in a non-equilibrium geometry, with properties calculated with ωB97M-V/def2-TZVPD.

Each line ends with the Löwdin charge.
Atoms and positions in Å:
C 1.08 0.38 -0.13  -0.223
C -0.27 -1.47 -0.36  0.027
C -1.25 -0.26 0.11  -0.238
C -2.52 -0.04 0.22  0.034
C -0.41 1.01 -0.10  -0.233
H 3.94 0.68 0.33  0.052
H -0.42 -2.53 -0.71  0.124
H -2.94 1.12 0.95  0.222
H -3.14 -0.98 0.32  0.073
N 2.34 0.91 0.12  0.055
N 0.96 -0.97 -0.30  0.061
O 3.38 0.00 0.05  -0.017
O -0.74 2.15 -0.51  0.064

Its total charge is 0. The highest occupied orbital energy comes out at -9.28 eV. The gap between HOMO and LUMO is 8.41 eV. The molar mass comes out at 124.1 g mol⁻¹. The calculation puts the energy relative to the best compared isomer or geometry (same formula, charge and spin) at 158.7 kcal/mol.